(1)
Below is the molecule C9H12O3, with properties calculated with ωB97M-V/def2-TZVPD.

```
! RIJCOSX wB97M-V def2-TZVPD def2/J DEFGRID3
* xyz 0 1
C -3.559 -0.119 0.626
C -2.474 -0.569 -0.317
C -1.394 0.535 -0.289
C -0.037 0.238 -0.384
C 0.938 1.224 -0.283
C 2.249 0.973 0.465
C 2.875 -0.377 -0.071
C 1.834 -1.519 0.165
C 0.414 -1.182 -0.437
H -4.016 0.787 0.060
H -3.079 0.099 1.613
H -4.392 -0.754 0.710
H -2.159 -1.686 -0.184
H -2.785 -0.478 -1.385
H 1.411 3.124 -0.580
H 1.959 0.879 1.450
H 3.077 1.764 0.255
H 3.171 -0.240 -1.104
H 3.824 -0.469 0.524
H 2.092 -2.520 -0.310
H 1.543 -1.785 1.265
O -1.921 1.683 -0.381
O 0.711 2.505 -0.571
O -0.284 -2.112 -0.837
*
```

As for the SMILES: CCC(=O)C1=C(O)CCCC1=O. The gap between HOMO and LUMO is 0.3250 Ha. As for the HOMO energy: -8.877 eV. As for the LUMO energy: -0.03 eV.


(2)
Below is a structure of composition C9H10ClFN3O, with properties calculated with ωB97M-V/def2-TZVPD.

```
! RIJCOSX wB97M-V def2-TZVPD def2/J DEFGRID3
* xyz 1 3
C 3.283 0.388 0.040
C 2.386 1.372 0.377
C 1.062 0.952 0.136
C 1.802 -1.281 -0.185
C -2.265 1.589 -0.691
C -1.219 1.192 0.269
C -0.632 -0.724 -0.002
C -1.242 -1.234 -1.260
C -0.997 -1.411 1.337
N 3.036 -0.877 -0.226
N 0.793 -0.394 -0.066
N 0.016 1.776 0.148
O -2.091 1.786 -1.863
F 2.680 2.598 0.684
Cl 1.483 -2.936 -0.385
H 4.386 0.592 0.014
H -3.388 1.535 -0.279
H -1.531 0.855 1.185
H -2.215 -1.589 -1.027
H -0.661 -1.966 -1.764
H -1.347 -0.402 -1.977
H -1.333 -2.435 1.234
H -1.798 -0.931 1.847
H -0.198 -1.232 2.050
H -0.010 2.777 0.405
*
```

The gap between HOMO and LUMO (alpha / beta) is 0.2413 / 0.2430 Ha. As for the HOMO energy (alpha / beta): -10.687 / -13.385 eV. As for the LUMO energy (alpha / beta): -4.12 / -6.77 eV.


(3)
Below is a structure of composition C38H32N2O7PPmS3Sb, with properties calculated with ωB97M-V/def2-TZVPD.

```
! RIJCOSX wB97M-V def2-TZVPD def2/J DEFGRID3
* xyz -2 6
Pm 0.316 0.693 -0.923
C 3.550 4.604 4.038
O 2.184 4.794 4.369
C 1.260 4.160 3.596
C -0.082 4.522 3.861
C -1.064 3.947 3.104
C -0.793 3.010 2.085
C -1.861 2.505 1.235
C -3.305 2.823 1.574
O -1.651 1.828 0.228
C 0.556 2.598 1.872
O 0.878 1.678 1.045
C 1.579 3.229 2.640
H 4.114 5.305 4.646
H 3.728 4.803 2.981
H 3.869 3.585 4.265
H -0.296 5.252 4.629
H -2.089 4.238 3.292
H -3.469 3.876 1.800
H -3.608 2.241 2.447
H -3.927 2.535 0.730
H 2.590 2.914 2.434
C -5.332 -0.715 3.616
C -4.054 -0.197 3.797
C -3.089 -0.392 2.821
C -3.369 -1.116 1.658
C -4.647 -1.636 1.493
C -5.624 -1.432 2.465
P -1.960 -1.288 0.489
C -2.739 -2.211 -0.898
C -3.577 -1.491 -1.749
C -4.157 -2.092 -2.858
C -3.900 -3.431 -3.134
C -3.065 -4.156 -2.295
C -2.490 -3.550 -1.182
C -0.954 -2.572 1.310
C -1.487 -3.534 2.125
C -0.655 -4.503 2.732
C 0.692 -4.474 2.506
C 1.277 -3.480 1.680
C 2.679 -3.445 1.456
C 3.209 -2.480 0.654
C 2.363 -1.511 0.051
C 0.999 -1.470 0.215
C 0.456 -2.496 1.062
H -6.094 -0.559 4.370
H -3.811 0.367 4.690
H -2.095 0.023 2.962
H -4.891 -2.199 0.600
H -6.617 -1.840 2.316
H -3.755 -0.438 -1.556
H -4.789 -1.508 -3.516
H -4.337 -3.899 -4.007
H -2.851 -5.197 -2.508
H -1.830 -4.119 -0.538
H -2.557 -3.562 2.310
H -1.090 -5.262 3.371
H 1.342 -5.212 2.967
H 3.309 -4.189 1.933
H 4.278 -2.440 0.476
H 2.865 -0.769 -0.572
S -3.965 3.848 -4.277
Sb -3.138 2.992 -2.370
S -1.624 1.115 -3.045
S -0.637 2.916 -2.588
N -0.133 -1.707 -2.658
H -0.939 -1.728 -3.274
H 0.077 -2.656 -2.374
H 0.652 -1.332 -3.182
O 1.454 0.533 -2.945
C 2.527 1.109 -2.521
O 2.486 1.664 -1.376
C 3.765 1.069 -3.288
C 3.830 0.486 -4.565
C 5.013 0.419 -5.262
C 6.199 0.943 -4.690
C 6.144 1.537 -3.407
C 4.947 1.593 -2.734
N 7.393 0.867 -5.375
O 8.451 1.325 -4.834
O 7.420 0.304 -6.518
H 2.921 0.087 -4.999
H 5.075 -0.024 -6.243
H 7.056 1.931 -2.987
H 4.895 2.043 -1.750
*
```

The gap between HOMO and LUMO (alpha / beta) is 0.1527 / 0.2574 Ha. As for the HOMO energy (alpha / beta): -0.552 / -3.401 eV. As for the LUMO energy (alpha / beta): 3.60 / 3.60 eV.


The calculation returns the following E values, one per record and in order: -15667.77954; -31240.58032; -122129.89866 eV.